{
  "formula": "C63H166N21NaO15P6",
  "method": "ωB97M-V/def2-TZVPD",
  "symbols": ["Na", "O", "C", "O", "O", "H", "C", "C", "N", "C", "C", "C", "C", "H", "H", "H", "H", "H", "H", "H", "H", "H", "H", "H", "H", "H", "H", "H", "C", "C", "N", "C", "C", "C", "C", "H", "H", "H", "H", "H", "H", "H", "H", "H", "H", "H", "H", "H", "H", "H", "C", "C", "N", "C", "C", "C", "C", "H", "H", "H", "H", "H", "H", "H", "H", "H", "H", "H", "H", "H", "H", "H", "O", "P", "N", "C", "C", "N", "C", "C", "N", "C", "C", "H", "H", "H", "H", "H", "H", "H", "H", "H", "H", "H", "H", "H", "H", "H", "H", "H", "H", "O", "P", "N", "C", "C", "N", "C", "C", "N", "C", "C", "H", "H", "H", "H", "H", "H", "H", "H", "H", "H", "H", "H", "H", "H", "H", "H", "H", "H", "O", "P", "N", "C", "C", "N", "C", "C", "N", "C", "C", "H", "H", "H", "H", "H", "H", "H", "H", "H", "H", "H", "H", "H", "H", "H", "H", "H", "H", "O", "P", "N", "C", "C", "N", "C", "C", "N", "C", "C", "H", "H", "H", "H", "H", "H", "H", "H", "H", "H", "H", "H", "H", "H", "H", "H", "H", "H", "O", "P", "N", "C", "C", "N", "C", "C", "N", "C", "C", "H", "H", "H", "H", "H", "H", "H", "H", "H", "H", "H", "H", "H", "H", "H", "H", "H", "H", "O", "P", "N", "C", "C", "N", "C", "C", "N", "C", "C", "H", "H", "H", "H", "H", "H", "H", "H", "H", "H", "H", "H", "H", "H", "H", "H", "H", "H", "C", "C", "C", "O", "C", "O", "O", "H", "H", "H", "H", "H", "H", "C", "C", "C", "O", "C", "O", "O", "H", "H", "H", "H", "H", "H"],
  "coordinates": [[-2.857084, 0.277228, 0.444444], [1.121478, 0.957364, -0.796464], [-0.112741, 0.732797, -0.174259], [-1.062515, 0.554894, -0.924441], [-0.156682, 0.796707, 1.081115], [1.114783, 0.372346, -1.563338], [-1.171495, -4.838027, 6.341727], [0.024681, -4.749878, 7.349034], [0.711803, -3.463307, 7.262266], [1.476868, -3.329082, 5.994672], [2.023073, -1.879254, 5.754485], [1.502332, -3.157562, 8.440886], [2.868660, -4.019533, 8.584344], [-0.700637, -4.831210, 5.328358], [-1.823806, -3.982773, 6.461665], [-1.716585, -5.784026, 6.402548], [-0.371346, -4.773137, 8.367985], [0.637105, -5.648918, 7.118360], [2.228285, -4.114767, 5.939711], [0.769495, -3.537031, 5.165691], [1.296909, -1.126701, 5.919547], [2.847957, -1.646971, 6.470844], [2.412799, -1.824919, 4.758719], [0.907002, -3.342477, 9.363425], [1.768208, -2.094248, 8.513998], [3.658645, -3.597078, 7.955155], [2.688367, -4.980339, 8.112720], [3.061272, -4.109640, 9.669441], [3.109191, 0.494290, -6.360515], [3.590589, 0.859196, -4.992343], [4.983001, 1.129919, -4.805787], [5.851715, 0.034875, -5.196796], [7.340812, 0.090878, -5.064149], [5.331877, 2.346126, -5.520865], [4.437032, 3.491616, -5.159684], [3.739780, -0.315431, -6.706628], [3.104757, 1.393277, -6.969506], [2.064369, 0.132204, -6.255020], [3.078876, 1.750328, -4.648194], [3.277576, -0.017390, -4.331705], [5.523540, -0.846317, -4.588691], [5.822330, -0.231136, -6.283694], [7.696416, 0.115400, -4.015180], [7.754157, -0.790019, -5.546942], [7.770400, 0.948469, -5.635125], [5.328202, 2.177229, -6.608020], [6.346970, 2.596373, -5.209988], [4.228105, 3.590436, -4.087896], [3.489632, 3.459361, -5.747587], [4.923263, 4.383588, -5.532618], [-1.855832, -0.310465, -6.898823], [-1.416940, -0.629309, -5.437200], [-0.196070, -0.015096, -4.997976], [0.419549, -0.628385, -3.829242], [1.063410, -2.002568, -4.223505], [-0.432975, 1.436357, -4.795871], [-1.664392, 1.822916, -4.027005], [-2.167303, 0.726166, -7.216212], [-2.723983, -0.949666, -7.006702], [-1.018753, -0.569996, -7.545067], [-2.239967, -0.368544, -4.732020], [-1.215128, -1.700543, -5.386070], [1.132404, 0.123263, -3.386404], [-0.340776, -0.803884, -3.066726], [1.913810, -1.816064, -4.877397], [1.393455, -2.539472, -3.346207], [0.357120, -2.639598, -4.660356], [-0.438178, 1.893476, -5.808159], [0.487717, 1.793902, -4.330365], [-1.762002, 1.282436, -3.073010], [-2.494871, 1.641798, -4.673550], [-1.609664, 2.869545, -3.815431], [-4.325422, 1.948889, 1.399112], [-4.534734, 3.393973, 1.280336], [-5.975167, 4.123211, 1.828135], [-6.406981, 3.872398, 3.154068], [-7.055230, 4.577616, 0.894741], [-4.367496, 3.813250, -0.365648], [-4.077642, 5.279421, -0.587523], [-4.077246, 2.728168, -1.332013], [-3.451465, 4.253146, 2.224163], [-2.042149, 3.933899, 2.182233], [-3.758990, 5.584403, 2.728210], [-5.617682, 3.520087, 3.840449], [-7.163952, 3.054000, 3.189911], [-6.956826, 4.736544, 3.588550], [-7.911798, 3.882047, 0.833801], [-6.649421, 4.590187, -0.101268], [-7.401706, 5.566423, 1.213421], [-4.188775, 5.658036, -1.620211], [-4.861694, 5.848269, -0.103825], [-3.137554, 5.718528, -0.314379], [-4.848015, 1.984673, -1.363482], [-4.014773, 3.243722, -2.318133], [-3.106307, 2.246455, -1.104269], [-1.679089, 3.841067, 3.228247], [-1.881747, 2.935025, 1.733548], [-1.471973, 4.697081, 1.647162], [-2.992813, 6.309301, 2.343207], [-3.738688, 5.602138, 3.827820], [-4.771543, 5.894664, 2.449496], [-2.734834, -5.422532, -0.484630], [-1.739080, -5.279947, -1.582834], [-0.553956, -6.445993, -1.491234], [-0.784800, -7.706783, -0.775523], [0.393718, -6.587388, -2.559898], [-0.769606, -3.892006, -1.639838], [0.327605, -3.789848, -0.695349], [-1.575710, -2.655513, -1.709664], [-2.439006, -5.229507, -3.051765], [-1.743017, -4.969254, -4.363233], [-3.755743, -5.784815, -3.246545], [-1.706970, -7.654863, -0.174133], [-0.020052, -8.074501, -0.102430], [-0.870498, -8.483767, -1.527325], [0.030914, -7.133689, -3.447635], [1.353834, -6.995783, -2.234458], [0.611122, -5.583754, -2.950154], [1.197920, -3.319608, -1.138567], [0.019261, -3.262027, 0.210379], [0.732967, -4.707649, -0.317892], [-0.985169, -1.733596, -1.669099], [-2.172694, -2.702606, -2.637714], [-2.278569, -2.704147, -0.847479], [-1.840892, -5.793417, -5.051673], [-2.165072, -4.064359, -4.807483], [-0.690980, -4.726124, -4.201303], [-4.430015, -4.954010, -3.548257], [-4.173696, -6.177084, -2.335936], [-3.784136, -6.572219, -4.004688], [4.731257, 4.589425, 1.374148], [5.606433, 4.745185, 0.225480], [7.184541, 5.093187, 0.645296], [8.008261, 5.703782, -0.452122], [7.461783, 5.517223, 2.012540], [4.920721, 5.817100, -0.816244], [4.325943, 6.936565, -0.053233], [5.167491, 6.020330, -2.286729], [5.941749, 3.521472, -0.834197], [7.016742, 2.594877, -0.392512], [4.758414, 2.868681, -1.365248], [7.676400, 5.317835, -1.390858], [9.084906, 5.491246, -0.307653], [7.964595, 6.780551, -0.425888], [7.667850, 6.585091, 2.110366], [8.313850, 4.918211, 2.303730], [6.639785, 5.176427, 2.628146], [5.084444, 7.442214, 0.545017], [3.789749, 7.691360, -0.657231], [3.587059, 6.616271, 0.656753], [5.528516, 7.067069, -2.348904], [5.947838, 5.335459, -2.609838], [4.234118, 5.872772, -2.912532], [7.962457, 3.157755, -0.250201], [6.825655, 2.233557, 0.602025], [7.250274, 1.861282, -1.179675], [5.032927, 2.224810, -2.209433], [4.069546, 3.653379, -1.699979], [4.281657, 2.250515, -0.602367], [6.267730, -2.940367, 1.090513], [4.914456, -2.750592, 0.522461], [3.946554, -4.074388, 0.104365], [3.585276, -4.759779, 1.333275], [4.518623, -4.898106, -0.917045], [5.140310, -1.993654, -0.978174], [6.420450, -1.648238, -1.546860], [3.991931, -1.538877, -1.846227], [3.939551, -1.830350, 1.518410], [4.602356, -0.611620, 2.035806], [2.483237, -1.768378, 1.375167], [3.593257, -4.040337, 2.160008], [4.224425, -5.594014, 1.592700], [2.565700, -5.231138, 1.236576], [5.126394, -5.742675, -0.549262], [5.165097, -4.381089, -1.638401], [3.707405, -5.346053, -1.502375], [6.641576, -0.616696, -1.688466], [7.191808, -1.989149, -0.918482], [6.410289, -2.231621, -2.474672], [4.160278, -2.000399, -2.810719], [3.029839, -1.934718, -1.414381], [3.919043, -0.450044, -1.920176], [5.685298, -0.765406, 2.036959], [4.295966, 0.315828, 1.450196], [4.314716, -0.454210, 3.064325], [1.960903, -1.750376, 2.318453], [2.221781, -2.762373, 0.999205], [2.060028, -1.021159, 0.658387], [-3.695985, -1.079336, 2.215514], [-3.273261, -1.684462, 3.527594], [-2.001282, -2.779786, 3.481089], [-2.263195, -3.909870, 2.634573], [-0.707365, -2.157171, 3.176384], [-4.550079, -2.496304, 4.312834], [-5.678703, -1.561836, 4.437737], [-4.473101, -3.545876, 5.340084], [-2.697001, -0.423827, 4.609946], [-2.553048, -0.792699, 6.025400], [-3.319946, 0.926553, 4.430998], [-2.584457, -3.604935, 1.650575], [-2.937252, -4.685770, 2.940619], [-1.292714, -4.336632, 2.471555], [-0.554691, -1.208052, 3.798725], [-0.577760, -1.967762, 2.098163], [0.161960, -2.759077, 3.479747], [-5.699659, -1.063091, 5.357757], [-5.648303, -0.876616, 3.581281], [-6.612588, -2.118379, 4.444116], [-4.683187, -3.202920, 6.391188], [-5.127945, -4.419886, 5.134747], [-3.453661, -3.953483, 5.295974], [-3.467188, -0.670122, 6.574061], [-2.166341, -1.767020, 6.244445], [-1.904719, -0.006917, 6.467764], [-4.214294, 0.988988, 5.045469], [-3.604453, 1.070155, 3.395597], [-2.535996, 1.622484, 4.632235], [-4.497320, -0.347627, -1.033229], [-5.905494, -0.645856, -1.397164], [-6.272830, -2.177034, -0.882470], [-5.168951, -3.138119, -0.749455], [-7.634992, -2.739934, -0.934828], [-6.117942, -0.384666, -3.096874], [-5.028713, 0.100497, -3.876478], [-7.247442, -0.953498, -3.830922], [-7.230541, 0.174077, -0.784737], [-7.270057, 0.202583, 0.718107], [-7.619140, 1.358152, -1.505309], [-4.934165, -3.712324, -1.631413], [-5.356029, -3.842519, 0.049701], [-4.286255, -2.542704, -0.463069], [-7.803314, -3.261769, 0.058885], [-7.794880, -3.436168, -1.796004], [-8.308097, -1.934099, -1.093596], [-4.812582, -0.585031, -4.724201], [-5.083093, 1.148389, -4.339170], [-4.095703, 0.175813, -3.304948], [-6.880839, -1.848121, -4.382385], [-8.044249, -1.192501, -3.122944], [-7.612731, -0.235921, -4.566709], [-6.602362, -0.548441, 1.092471], [-6.953276, 1.179006, 1.093787], [-8.271728, 0.039752, 1.074783], [-7.207876, 1.279260, -2.480731], [-7.190258, 2.265404, -1.024288], [-8.708996, 1.435282, -1.598854], [2.679367, 3.500194, 3.441459], [1.393920, 2.715804, 3.431577], [1.430786, 1.207145, 3.509097], [0.350843, 0.875022, 4.384156], [-0.084454, 1.976907, 5.035291], [-0.762995, 1.992638, 5.985515], [0.491445, 3.100702, 4.455169], [3.175603, 3.345269, 2.519015], [3.371983, 3.209771, 4.228611], [2.524622, 4.559716, 3.644986], [0.912235, 3.039638, 2.500309], [2.353861, 0.893212, 4.044314], [1.324465, 0.780699, 2.524540], [1.192543, 4.084067, -2.935516], [0.739986, 4.005304, -1.445961], [1.775006, 4.333435, -0.378511], [1.086897, 5.181342, 0.552918], [-0.029666, 5.640339, -0.049047], [-0.751129, 6.472517, 0.384132], [-0.145009, 5.070815, -1.259210], [1.768518, 4.986458, -3.149504], [0.301792, 4.157534, -3.572408], [1.775562, 3.168663, -3.245976], [0.227904, 3.070407, -1.158634], [2.637689, 4.899005, -0.743902], [2.048913, 3.391748, 0.101453]],
  "atomic_forces_ev_per_a": [[-0.370, -0.089, 0.421], [0.392, -0.539, 0.600], [0.477, 0.656, 2.295], [-1.331, -0.541, -1.506], [0.412, 0.081, -1.233], [-0.061, 0.293, -0.231], [1.690, -0.052, -0.375], [-1.142, 0.045, -0.500], [0.311, 0.132, -0.764], [-1.228, 1.091, 0.038], [1.171, -1.826, 1.535], [1.364, -0.828, 0.904], [-1.807, 0.919, -0.329], [-0.760, 0.159, 0.540], [-0.090, 0.042, -0.052], [0.027, 0.145, 0.307], [0.124, -0.472, -0.057], [0.193, 0.396, 0.488], [0.582, 0.062, -0.084], [0.388, 0.089, 0.595], [-1.067, 0.548, -0.043], [-0.383, -0.248, -0.591], [0.270, 0.169, -0.651], [0.127, -0.057, -0.745], [-0.163, -0.175, -0.408], [0.147, 0.263, 0.674], [-0.099, -0.457, 0.433], [0.494, -0.029, -0.785], [-0.848, -0.034, 0.158], [-1.106, -1.736, 1.765], [1.361, 0.244, -0.276], [-0.642, -1.834, -0.337], [1.220, 1.438, 0.710], [0.626, -0.315, 0.586], [-0.891, 0.730, -0.983], [-0.076, 0.011, -0.710], [0.141, -0.229, -0.666], [0.535, 0.221, -0.267], [-0.425, -0.153, 0.297], [0.570, 1.139, -0.350], [-0.003, 0.437, -0.700], [-1.031, 0.127, 0.384], [-0.072, 0.154, -0.495], [-0.010, -0.218, 0.120], [-0.205, -0.460, 0.571], [0.085, 0.129, -0.074], [0.101, 0.050, -0.231], [0.122, -0.102, -0.292], [0.399, -0.040, 0.665], [0.134, 0.496, 0.197], [0.268, 0.556, 0.678], [-0.404, 0.098, -0.035], [0.307, 1.637, -0.263], [-0.044, -0.686, -0.111], [0.821, 2.147, 1.203], [1.477, -0.491, -0.951], [0.427, -0.464, 0.462], [0.355, -0.809, 0.986], [-0.104, -0.202, -0.717], [-0.223, -0.315, -0.249], [0.220, -0.557, -0.359], [-0.539, -0.075, -0.136], [-0.283, -0.946, -0.695], [0.029, 0.054, 0.181], [-0.051, -0.227, -0.160], [0.318, -0.031, 0.432], [-1.035, -0.763, -0.969], [-0.174, -0.081, 0.468], [-0.165, 0.215, 0.099], [0.008, 0.123, -0.300], [-0.951, 0.031, -0.118], [-0.137, 0.784, 0.208], [-0.130, -1.173, 0.054], [0.233, 2.338, -0.570], [0.048, -0.476, -2.334], [-1.358, -0.843, 1.521], [0.646, -0.809, 0.831], [-0.092, 1.020, 1.276], [-1.143, -0.468, -1.165], [1.084, 1.868, -0.314], [-1.170, 0.030, -0.617], [0.315, -1.002, 0.753], [0.601, 0.607, 0.092], [-0.043, 0.521, -0.444], [0.267, 0.224, -0.141], [0.653, -0.176, -0.174], [0.217, 0.141, 0.452], [0.196, 0.335, -0.352], [-0.001, -0.112, -0.133], [-0.111, -1.047, -0.083], [-0.100, 0.098, 0.553], [0.852, -0.534, 0.718], [-0.327, -0.217, 0.138], [0.069, -0.595, 0.484], [-0.420, 0.148, -0.374], [0.093, 0.240, -0.573], [-0.056, 0.477, 0.052], [-0.079, -0.123, 0.179], [-0.724, -0.439, 0.315], [0.241, -0.022, -0.129], [0.472, 0.007, -0.136], [0.443, 0.027, -0.645], [1.049, 0.482, 1.196], [0.128, -1.078, 0.896], [-1.165, 0.067, -0.172], [0.459, 1.122, -0.942], [-0.170, -0.503, -0.097], [0.082, 0.441, 0.492], [-0.755, -0.728, 0.305], [0.335, -0.396, -2.148], [-0.113, 0.985, 1.647], [-0.935, 0.852, -0.313], [0.284, 0.075, -0.428], [0.733, 0.632, 0.145], [-0.372, -0.433, -0.137], [-0.051, -0.322, 0.408], [-0.197, -0.204, 0.154], [0.198, -0.192, 0.179], [0.042, 0.588, -0.180], [0.027, 0.407, -0.028], [-0.265, -0.948, -0.174], [-0.108, -0.521, 0.095], [0.205, 0.351, 0.375], [0.276, 0.592, -0.447], [-0.090, -0.403, -0.092], [-0.264, -0.088, -0.161], [-0.203, -0.230, 0.057], [0.100, -0.549, -0.173], [0.071, -0.156, 0.467], [0.140, 0.074, -0.040], [-0.562, -0.565, 1.385], [1.554, -0.006, -1.792], [-0.267, 1.631, -0.813], [0.426, -0.550, 1.966], [0.346, -0.795, -0.577], [-0.837, 1.085, -0.877], [-0.180, 0.685, -0.519], [-0.486, 0.602, 1.395], [0.691, -0.930, 0.178], [0.887, 1.143, -0.738], [0.059, -0.242, -0.334], [-0.059, -0.174, -0.570], [-0.471, -0.342, -0.026], [-0.397, 0.598, -0.129], [-0.104, 0.001, 0.071], [0.602, 0.254, 0.524], [-0.223, 0.339, 0.201], [0.169, 0.295, -0.091], [0.588, -0.460, -0.244], [-0.318, -0.589, 0.272], [-0.207, -0.553, -0.574], [-0.153, -0.002, -0.112], [0.941, 0.190, 0.782], [-0.622, -0.240, -0.352], [-0.313, -1.014, 0.250], [-0.603, -0.108, 0.513], [-0.093, 0.136, 0.021], [0.013, -0.435, -0.010], [-0.299, -0.098, 0.027], [-0.418, -0.401, 0.190], [0.759, 1.468, -1.637], [1.141, 1.276, 1.214], [-1.751, -0.970, 0.227], [0.086, -1.398, -1.267], [-1.939, 1.162, 0.369], [-0.877, -1.593, -0.374], [0.173, -1.242, 1.918], [-0.023, 0.747, -0.048], [-0.468, 0.302, -0.753], [0.047, -1.091, -1.068], [-0.193, -0.414, -0.094], [0.619, -0.078, -0.057], [0.674, 0.613, 0.139], [-0.153, 0.310, 0.287], [-0.331, 0.298, 0.414], [0.009, -0.055, -0.037], [-0.459, 1.143, -0.410], [0.946, -0.787, 0.801], [0.818, 0.500, -0.425], [-0.225, 0.096, -0.536], [0.907, 0.382, -0.464], [0.172, -0.030, -0.052], [-0.205, 0.168, -0.220], [0.479, -1.053, 0.494], [-0.246, 0.062, 0.397], [0.068, 0.631, 0.575], [-0.310, 0.323, -0.243], [0.580, -0.183, 0.681], [0.353, -0.670, 0.919], [0.433, 1.594, 1.550], [-0.563, 1.024, 0.976], [0.798, -0.225, -1.213], [0.836, 1.322, 0.918], [0.088, 0.374, -0.206], [-0.191, -1.342, -1.459], [0.669, -0.194, -0.083], [-1.234, -1.574, -1.404], [0.574, 1.962, -0.111], [0.527, -1.703, -0.603], [-0.306, 0.179, -0.600], [-0.435, -0.098, 0.827], [0.441, -0.796, -0.110], [-0.571, -1.127, -1.234], [-0.188, 0.294, 0.221], [-0.565, -0.492, -0.083], [0.425, 1.151, 1.497], [-0.238, -0.045, 0.368], [-0.226, -0.199, -0.437], [0.208, 0.013, -0.977], [-0.016, 0.700, -0.111], [-0.327, 0.171, 0.231], [-1.035, -0.142, 0.240], [0.448, -0.552, -0.379], [0.002, -0.719, -0.150], [-0.004, 0.482, 0.352], [-0.135, -0.164, -0.181], [-0.080, 0.785, 0.619], [-0.357, 0.317, -0.126], [-0.548, -0.625, -1.146], [-0.182, -0.616, -0.662], [0.401, 1.043, 0.665], [1.147, -1.081, 0.546], [0.115, -0.385, 1.622], [1.509, 0.828, -1.349], [0.937, -0.151, 0.156], [1.149, -0.364, 0.765], [-0.127, 0.806, -1.260], [-0.436, 1.043, 1.133], [-0.100, -0.117, -0.592], [-0.235, -0.126, 0.286], [-0.352, -0.520, -0.127], [-0.166, 0.469, -1.266], [0.352, 0.179, 0.720], [-0.772, 0.584, 0.314], [-0.139, 0.231, 0.290], [-0.748, -1.099, 0.579], [-0.345, -0.313, 0.192], [-0.556, 0.262, 0.283], [0.045, -0.129, -0.322], [-0.134, 0.071, 0.006], [0.275, -0.358, 0.311], [0.230, -0.013, -0.113], [-0.541, -0.281, 0.065], [0.130, 0.257, -0.818], [-0.448, -0.271, -0.227], [0.100, 0.141, 0.238], [0.007, -0.233, 1.649], [-0.580, 1.125, -1.379], [1.349, 0.234, 0.997], [-0.568, 0.003, 0.047], [2.749, 0.831, -2.201], [-1.360, 0.095, 1.431], [-0.779, -0.846, 1.550], [0.525, 0.176, -0.956], [0.050, -0.446, 0.234], [-0.321, 0.017, -0.532], [-0.216, -0.363, -0.069], [-0.336, -0.049, -0.494], [-0.209, -0.436, 0.002], [0.019, -1.205, 0.442], [0.749, -0.080, -0.683], [0.556, -0.691, 0.024], [-0.385, -0.240, 0.016], [1.210, -0.278, -0.534], [-0.588, 0.465, 0.323], [-1.978, 1.170, -0.179], [0.174, -0.058, 0.335], [0.137, -0.236, 0.209], [-0.512, 0.986, 0.408], [0.194, 0.319, -0.628], [-0.041, -0.282, 0.047], [0.406, 0.390, 0.224]],
  "mulliken_charge": [0.9716, 0.8523, -0.8041, 0.3797, 0.6579, -0.8352, -0.6210, -0.7372, 0.2375, 0.4614, -1.2892, -0.7089, -1.0062, 0.1300, -0.1178, 0.4600, 0.4324, 0.2731, 0.4302, -0.4247, 0.3693, 0.5841, 0.0375, 0.4954, 0.3659, 0.2764, 0.2732, 0.3690, -1.5993, 2.4467, 1.1616, 0.0291, -1.6634, -0.8261, -0.9327, 0.3581, 0.3337, 0.2655, -1.1284, -1.3118, -0.0239, 0.2566, 0.1593, 0.4845, 0.4149, 0.3597, 0.4917, -0.0536, 0.1796, 0.5474, -2.0243, 0.5426, 1.0702, 1.9333, -1.5645, -0.2323, -1.2660, 0.2873, 0.5093, 0.3579, -0.2444, 0.2400, -0.7529, -0.8245, 0.2411, -0.0012, 0.3893, 0.4614, -0.7332, -0.1505, 0.4885, 0.7917, -0.3248, -0.6744, 0.5445, -0.8713, -1.2219, 0.6615, -0.8807, -0.2489, 0.9400, -0.8420, -1.1618, 0.2267, 0.2906, 0.3003, 0.2407, 0.4246, 0.3021, 0.3580, 0.3515, 0.1199, -0.2318, 0.3312, -0.1192, 0.4381, 0.0516, -0.2001, 0.2139, 0.3291, 0.3912, -0.9964, 0.4106, 0.4975, -1.0985, -0.8364, 1.8167, -0.4522, 0.5937, 0.5461, -0.9852, -1.2185, 0.2789, 0.2740, 0.3355, 0.2608, 0.4285, 0.0002, -0.4144, -0.5133, 0.5973, -0.8887, 0.4231, -0.5786, 0.4018, 0.3347, 0.1304, 0.2411, 0.3614, 0.2767, -1.0952, 0.4286, 0.4409, -1.0650, -1.1167, 0.8279, -1.2767, -1.0087, 0.4759, -1.0113, 0.7691, 0.3426, 0.3645, 0.3256, 0.2419, 0.3654, 0.3098, 0.2994, 0.3923, 0.3798, 0.3897, 0.3450, 0.0927, 0.3177, 0.4175, 0.1952, 0.2321, -0.9024, -0.2652, -0.9009, 0.5653, 0.6302, -1.1747, -0.8232, 0.5700, -0.7965, 0.7665, 0.3850, -1.0487, 0.4052, 0.4306, 0.4205, 0.0645, 0.3266, 0.1995, 0.0283, -0.1620, 0.5229, 0.3630, 0.4156, -1.0259, -0.3802, 0.4757, 0.2164, 0.2275, -0.2673, -0.5406, -0.0365, -0.3896, -0.4025, 1.9143, -1.6417, -1.1045, 0.3988, -1.1439, -0.7204, 1.3354, -0.8882, -0.5461, -0.0887, 0.2645, 0.6520, -0.1214, -0.0134, -0.1562, 0.3035, 0.1110, 0.4506, 0.2424, 0.3247, -0.0602, 0.2448, 0.0565, 0.2825, 0.2286, -0.2934, 0.2602, -0.0912, -0.5771, 0.9669, -0.4942, -1.2309, 0.8990, -0.4102, -1.0694, 0.3385, -0.3543, -0.6713, 0.0837, 0.4639, -0.5091, 0.1992, 0.2678, 0.5014, 0.3401, 0.1326, -0.5175, 0.2087, 0.3331, 0.3458, 0.0385, -0.1275, 0.4113, 0.3092, -0.2017, 0.3121, -2.1629, 2.3668, 0.8189, 0.5282, 0.1173, -0.5751, -0.5266, 0.3774, 0.4015, 0.3683, -0.7347, -0.1586, -0.8385, -1.3716, 1.9259, 1.1894, -0.4332, 0.2087, -0.5614, -0.4277, 0.4973, 0.5755, -0.5477, -0.6745, -0.4966, -0.2783],
  "lumo_ev": 0.2,
  "gap_ev": 8.10,
  "energy_ha": -6989.28575
}